[1]
Molecular formula: CH11N3O3
Method: DFT, wB97M-V/def2-TZVPD

Spin multiplicity: 2
Gap between HOMO and LUMO (spin up / spin down): 8.44 / 5.34 eV
Total charge: -1

Last column: Löwdin charge in e.
CARTESIAN COORDINATES (ANGSTROEM)
H (0.266, -0.890, 2.310)  0.052
H (-1.542, 0.769, -1.667)  -0.015
H (1.331, -0.288, -1.457)  0.049
O (-0.543, 2.633, -0.187)  -0.198
H (0.324, -1.370, -0.785)  0.027
H (-0.844, 2.757, 0.724)  -0.017
H (2.297, 1.507, -0.027)  0.069
N (0.136, -0.500, 1.392)  0.052
O (-1.655, -1.849, -0.052)  -0.443
N (1.472, 1.261, 0.508)  0.098
H (-1.899, -0.679, -1.248)  -0.034
N (1.230, -0.912, -0.668)  0.047
H (0.597, 1.843, 0.270)  -0.016
H (2.200, -0.506, 1.077)  0.121
H (-2.279, -2.465, 0.340)  -0.091
H (-0.704, -1.011, 0.892)  0.032
O (-1.641, -0.119, -2.029)  -0.146
C (1.252, -0.179, 0.608)  -0.588

[2]
Molecular formula: C4H14O2S2
Method: DFT, wB97M-V/def2-TZVPD

Spin multiplicity: 1
Gap between HOMO and LUMO: 8.95 eV
SMILES string: CCCSSC.O.O

Last column: Löwdin charge in e.
CARTESIAN COORDINATES (ANGSTROEM)
H (0.483, 1.563, 0.846)  0.093
H (3.033, -3.324, -0.090)  0.021
H (-3.357, 2.768, -4.225)  0.026
H (1.348, -3.018, -0.610)  0.026
H (2.433, -1.724, -0.466)  0.031
O (-2.883, 4.926, -5.447)  -0.046
C (-0.984, 0.187, -0.047)  -0.084
C (0.203, -0.120, 2.205)  -0.550
C (0.300, 0.490, 0.823)  -0.326
C (2.178, -2.654, 0.014)  -0.483
H (-0.931, 0.795, -0.935)  0.059
S (1.614, -1.157, 2.659)  0.440
H (0.054, 0.573, 3.024)  0.071
H (-1.902, 0.447, 0.496)  0.077
S (1.608, -2.855, 1.690)  0.424
H (-0.590, -0.878, 2.188)  0.060
H (-2.418, 4.398, -6.089)  0.041
O (-3.809, 3.273, -3.533)  -0.083
H (1.200, 0.220, 0.265)  0.075
H (-4.020, 4.151, -3.862)  0.005
H (-2.348, 5.723, -5.352)  0.056
H (-0.819, -0.882, -0.210)  0.067

[3]
Molecular formula: C36H40ClIN9O4Rb
Method: DFT, wB97M-V/def2-TZVPD

Spin multiplicity: 1
Gap between HOMO and LUMO: 6.20 eV
Total charge: -2

Last column: Löwdin charge in e.
CARTESIAN COORDINATES (ANGSTROEM)
H (-2.502, 0.494, 1.121)  0.101
C (7.992, 1.378, -2.358)  -0.135
H (-6.487, 0.027, -2.963)  0.084
H (1.008, 2.863, -1.125)  0.049
C (4.167, -0.773, 2.132)  -0.268
H (-0.861, -1.256, 1.433)  0.121
C (3.533, 2.287, -3.277)  -0.571
C (4.909, 2.244, 0.456)  -0.157
H (3.956, 1.288, -3.202)  0.038
H (8.996, 3.121, -1.563)  0.074
O (-5.155, -0.964, -1.265)  -0.029
H (-5.602, 1.498, -3.388)  0.075
O (4.758, 0.068, -1.364)  -0.235
N (1.905, 2.924, -1.605)  0.178
H (-3.148, 1.740, -1.084)  0.127
C (-2.971, -1.596, 1.153)  -0.213
H (-4.974, -2.319, 0.858)  0.104
N (-2.267, 6.431, 2.301)  0.041
O (1.225, 1.633, -3.332)  -0.005
H (7.185, 3.580, 0.069)  0.102
N (-0.760, 2.935, 0.094)  0.088
C (5.817, 0.784, -1.379)  -0.467
C (-3.565, -3.914, 0.789)  -0.112
C (5.133, 0.376, 1.873)  -0.220
C (2.337, -2.768, 3.253)  -0.159
N (-2.490, -1.247, -2.347)  0.106
C (-3.350, -0.148, 1.366)  -0.119
H (2.685, 3.313, -1.105)  0.080
H (-0.941, -2.610, -2.725)  0.111
C (7.112, 2.724, -0.596)  -0.082
C (-4.633, 0.364, 0.700)  -0.113
N (-0.390, -0.834, -1.653)  0.032
H (3.735, -1.107, 1.193)  0.005
C (-1.178, 0.154, -1.277)  -0.178
C (2.104, 2.255, -2.764)  -0.698
N (4.464, 1.598, 1.449)  0.057
H (5.896, 0.040, 1.163)  0.110
C (8.128, 2.476, -1.509)  -0.149
H (4.737, -1.638, 2.495)  0.130
H (-7.293, 1.606, -2.936)  0.079
C (-6.359, 1.080, -2.722)  -0.052
H (-3.500, -0.002, 2.441)  0.126
C (-2.347, 5.437, 1.707)  -0.464
H (-4.870, 3.111, -1.597)  0.084
C (2.166, -4.697, 1.805)  -0.047
O (1.912, -2.521, 0.917)  -0.295
C (-7.248, 0.876, -0.425)  -0.055
H (2.514, -5.672, 5.042)  0.075
C (-1.251, -3.310, 1.092)  -0.072
H (2.301, -6.606, 2.736)  0.087
H (-0.897, 1.055, -0.746)  0.071
N (3.137, -0.412, 3.090)  0.060
Rb (2.213, -0.309, -0.400)  0.923
H (1.683, -0.986, 4.330)  0.108
C (2.377, -1.318, 3.551)  -0.144
C (-5.713, 2.755, -1.003)  -0.043
H (-4.750, 1.395, 1.039)  0.112
H (-0.202, -3.562, 1.153)  0.081
C (6.881, 0.562, -2.303)  -0.038
C (-2.226, -4.259, 0.858)  -0.654
C (-1.556, 3.635, 0.583)  -0.400
C (2.139, -3.273, 1.927)  -0.446
C (-1.640, -1.985, 1.243)  -0.022
I (3.597, 2.854, -5.328)  0.770
H (6.776, -0.280, -2.979)  0.100
H (4.176, 2.980, -2.742)  0.043
N (-2.429, -0.068, -1.680)  -0.092
H (-6.586, 3.342, -1.299)  0.085
Cl (-1.772, -5.935, 0.640)  0.623
H (-5.477, -0.193, 1.110)  0.108
C (2.426, -3.640, 4.336)  -0.083
H (8.768, 1.165, -3.087)  0.086
H (-5.501, 2.987, 0.041)  0.078
C (-1.240, -1.668, -2.295)  -0.195
H (-4.362, -1.439, -1.567)  0.068
H (2.053, -5.105, 0.806)  0.103
C (2.425, -5.017, 4.184)  -0.146
C (-6.008, 1.269, -1.239)  -0.522
H (4.410, 3.206, 0.273)  0.103
C (-3.929, -2.587, 0.941)  -0.046
H (-8.121, 1.402, -0.818)  0.079
H (-7.432, -0.197, -0.495)  0.089
C (-4.799, 0.345, -0.834)  -0.420
H (-7.149, 1.147, 0.627)  0.079
H (-4.312, -4.677, 0.609)  0.096
H (2.516, -3.212, 5.332)  0.100
N (-2.567, 4.326, 1.026)  0.018
C (-3.548, 0.854, -1.578)  -0.031
H (-3.824, 1.126, -2.595)  0.124
C (5.997, 1.901, -0.497)  -0.180
H (5.627, 0.623, 2.819)  0.115
C (2.303, -5.531, 2.892)  -0.131

[4]
Molecular formula: C30H27IMoNO2S5Si
Method: DFT, wB97M-V/def2-TZVPD

Spin multiplicity: 1
Gap between HOMO and LUMO (spin up / spin down): 3.45 / 3.40 eV
Total charge: +3

Last column: Löwdin charge in e.
CARTESIAN COORDINATES (ANGSTROEM)
C (2.278, -3.430, 2.071)  -0.041
C (-5.547, -1.724, -1.087)  0.001
C (4.157, 0.245, -0.117)  -0.089
H (-6.461, -3.305, 0.055)  0.141
S (-1.806, 1.627, -2.223)  0.751
C (0.357, 2.631, 2.457)  -0.120
S (-3.725, 4.585, 0.238)  1.088
O (-1.191, -1.475, -1.812)  -0.363
H (3.689, 1.984, 2.353)  0.110
O (0.033, 0.487, 0.187)  -0.485
H (0.426, -2.089, -0.637)  0.076
C (0.379, 3.805, 3.196)  -0.069
Si (1.556, 0.511, 0.956)  0.639
H (0.531, -2.489, 4.820)  0.122
H (-1.537, -0.501, -3.624)  0.064
C (-4.526, -2.767, 0.818)  -0.058
H (3.725, 4.062, 3.657)  0.122
C (1.581, -1.131, 1.893)  -0.294
S (-2.860, 4.391, -2.574)  1.103
H (-0.637, -3.310, -4.149)  0.130
H (6.167, 0.160, -0.848)  0.122
S (-3.995, 6.929, -1.560)  0.923
H (2.754, -2.169, 0.404)  0.106
C (5.141, 0.410, -1.080)  -0.042
H (-4.516, -3.497, 1.614)  0.127
H (2.795, -4.282, 1.649)  0.122
C (0.991, -2.430, 3.842)  -0.105
C (1.659, -3.524, 3.308)  -0.046
N (-3.402, -0.989, -0.342)  -0.221
C (-5.599, -2.662, -0.061)  0.021
C (-4.437, -0.915, -1.205)  -0.105
C (0.945, -1.233, 3.134)  -0.237
C (-0.323, -2.300, -3.893)  -0.113
C (2.828, 0.568, -0.405)  -0.246
C (4.809, 0.896, -2.337)  -0.042
H (1.615, 5.222, 4.219)  0.120
C (-1.475, -1.521, -3.249)  -0.153
C (-2.591, 3.018, -1.592)  -1.000
H (5.575, 1.005, -3.093)  0.121
H (-0.596, 2.212, 2.149)  0.029
H (3.240, 1.607, -3.615)  0.113
C (1.596, 4.318, 3.624)  -0.047
H (1.719, -4.446, 3.871)  0.124
H (0.463, -0.368, 3.581)  0.102
C (0.753, -2.328, -2.798)  -0.118
H (-2.437, -2.017, -3.386)  0.131
H (-0.512, -3.405, -1.403)  0.145
H (1.434, -3.170, -2.895)  0.139
C (3.491, 1.217, -2.637)  -0.064
H (-4.360, -0.185, -2.002)  0.116
Mo (-1.574, 0.166, -0.378)  1.132
H (0.019, -1.814, -4.804)  0.131
C (2.779, 3.661, 3.320)  -0.042
H (-0.546, 4.304, 3.458)  0.108
C (1.542, 1.979, 2.118)  -0.235
C (2.505, 1.040, -1.680)  -0.113
H (1.332, -1.402, -2.800)  0.112
C (-3.469, -1.907, 0.631)  -0.679
I (-1.735, -1.891, 1.850)  1.342
C (-3.563, 5.376, -1.312)  -1.358
C (-0.089, -2.407, -1.543)  -0.153
H (-6.364, -1.624, -1.787)  0.134
C (-3.026, 3.096, -0.254)  -1.011
H (1.472, 1.284, -1.921)  0.077
H (4.430, -0.139, 0.859)  0.113
S (-2.866, 1.795, 0.831)  0.754
C (2.756, 2.486, 2.582)  -0.063
C (2.246, -2.234, 1.359)  -0.099

[5]
Molecular formula: C24H10BCl4F6O2
Method: DFT, wB97M-V/def2-TZVPD

Spin multiplicity: 1
Gap between HOMO and LUMO: 4.65 eV
Total charge: -1

Last column: Löwdin charge in e.
CARTESIAN COORDINATES (ANGSTROEM)
C (-0.812, -3.610, 10.407)  -0.192
F (3.707, -4.228, 10.927)  0.072
Cl (-4.149, 0.975, 6.956)  0.647
C (-1.756, -3.755, 11.413)  -0.001
Cl (0.530, 3.578, 6.148)  0.591
C (1.848, -6.881, 8.645)  -0.018
F (-1.189, -3.998, 9.146)  0.083
C (2.363, -6.883, 7.355)  -0.065
H (0.443, -1.427, 7.808)  0.090
H (2.976, -5.673, 5.663)  0.118
H (5.994, -3.155, 11.190)  0.119
F (1.148, -5.693, 10.531)  0.066
H (-2.755, -4.181, 11.217)  0.130
C (4.009, -2.991, 10.436)  -0.227
C (5.611, -1.252, 10.141)  -0.070
C (2.994, -2.311, 9.751)  0.013
O (0.382, -1.446, 6.834)  0.004
C (3.366, -1.018, 9.317)  -0.164
H (2.557, -7.842, 6.876)  0.106
C (0.479, -3.037, 10.585)  0.033
F (1.808, -1.771, 12.114)  0.062
Cl (1.994, 0.783, 5.862)  0.687
B (1.667, -3.135, 9.573)  -0.114
C (-0.336, 2.105, 6.347)  -0.751
C (0.679, -2.522, 11.883)  -0.190
C (2.638, -5.673, 6.695)  -0.005
C (-0.283, -0.274, 6.829)  -0.315
H (1.577, -7.780, 9.202)  0.121
F (2.389, -0.191, 8.765)  0.029
C (4.655, -0.521, 9.433)  -0.011
C (2.413, -4.484, 7.374)  -0.183
H (6.621, -0.875, 10.302)  0.105
Cl (-2.553, 3.652, 6.625)  0.629
C (5.287, -2.516, 10.653)  -0.014
C (-1.779, -0.316, 6.907)  -0.444
C (-2.445, 0.972, 6.792)  -0.657
O (-2.386, -1.398, 6.927)  -0.060
H (-2.086, -3.445, 13.538)  0.106
C (0.361, 0.890, 6.394)  -0.645
F (2.750, -3.333, 6.714)  0.072
C (-1.734, 2.149, 6.594)  -0.745
C (1.825, -4.406, 8.659)  0.031
H (0.063, -2.177, 13.893)  0.119
C (1.602, -5.664, 9.245)  -0.221
H (4.924, 0.437, 8.991)  0.122
C (-1.411, -3.310, 12.696)  -0.054
C (-0.200, -2.641, 12.943)  -0.009

[6]
Molecular formula: C6H8MnO6
Method: DFT, wB97M-V/def2-TZVPD

Spin multiplicity: 7
Gap between HOMO and LUMO (spin up / spin down): 8.77 / 9.06 eV
Total charge: +1

Last column: Löwdin charge in e.
CARTESIAN COORDINATES (ANGSTROEM)
H (-2.346, 1.753, 0.432)  0.148
H (1.082, 1.067, 0.201)  0.155
H (-0.023, 2.540, 0.546)  0.082
O (2.490, -0.700, -1.035)  0.114
C (1.389, -1.389, -0.819)  -0.528
H (1.763, -0.346, 2.056)  0.149
C (2.224, -0.839, 1.193)  -0.056
O (-1.898, -0.066, -0.414)  -0.172
O (-3.262, -1.471, -1.321)  -0.063
Mn (-1.341, -1.490, -1.709)  1.268
C (-1.532, 1.013, 0.461)  -0.192
O (0.522, -1.560, -1.668)  0.022
C (-3.228, -0.519, -0.473)  -0.698
H (2.970, -1.559, 1.552)  0.152
H (-0.207, 1.843, -1.061)  0.083
C (2.694, 0.113, 0.112)  0.015
C (-0.234, 1.609, 0.010)  -0.038
H (-1.471, 0.625, 1.486)  0.143
O (1.177, -1.529, 0.464)  0.100
O (-4.084, -0.033, 0.225)  0.161
H (3.315, 0.937, -0.238)  0.156

In the order shown, the computed energy relative to the best compared isomer or geometry (same formula, charge and spin) values come out to 40.9; 20.5; 6.4; 12.4; 0.0; 0.0 kcal/mol.